Entry 1:
Density functional theory data (ωB97M-V with the def2-TZVPD basis set) for a single C3H4N2O2S molecule.

```
! RIJCOSX wB97M-V def2-TZVPD def2/J DEFGRID3
* xyz 0 1
H -1.4936 1.5720 -1.6129
N -0.9843 2.3362 -0.8138
C -0.3220 1.4412 -0.0937
C 0.5697 2.0324 0.8478
O 1.3177 1.4302 1.6086
N -0.2695 0.0520 -0.3557
O -1.2784 -0.3547 -1.2129
C 0.5382 -0.9248 0.1464
S 0.2862 -2.6989 0.0430
H 0.8421 3.1148 0.5906
H -1.6009 -1.4083 -0.8755
H 1.4208 -0.7094 0.8273
*
```

Summary:
HOMO-LUMO gap, Ha: 0.290
SMILES: [H]/N=C(/C=O)N(O)C=S
Energy above the lowest of the compared OMol25 structures with the same formula, charge and spin, kcal/mol: 122.6
Largest force on an atom, Eh/bohr: 0.119


Entry 2:
Density functional theory data (ωB97M-V with the def2-TZVPD basis set) for 11 unconnected molecules or ions with the total composition C26H49Cl4F15N3O12.

```
! RIJCOSX wB97M-V def2-TZVPD def2/J DEFGRID3
* xyz 2 2
N 2.8308 -2.5679 -0.4415
H 2.3175 -3.4260 -0.5839
H 2.2848 -1.8491 0.0115
H 3.0162 -2.0946 -1.3142
H 3.7250 -2.6799 0.0146
N -2.9664 -2.9076 -1.0938
H -2.2783 -3.6166 -0.8841
H -2.9956 -2.9064 -2.1033
H -2.7044 -1.9531 -0.8930
H -3.8730 -3.1098 -0.6972
N -0.3917 -1.9621 2.0045
H -0.3894 -1.6256 2.9569
H -0.1937 -2.9519 1.9718
H 0.3254 -1.4049 1.5625
H -1.1414 -1.6014 1.4318
O 1.3226 -0.5039 0.4552
C 0.5402 0.4040 -0.3274
C -0.9613 -0.0102 -0.7980
O -1.9193 -0.6306 0.1493
H 1.0287 0.6029 -1.2813
H 0.5661 1.3776 0.1621
H -1.0482 -0.7467 -1.5968
H -1.5128 0.8053 -1.2659
C 0.9335 -3.3406 -4.0555
C 2.1934 -2.8675 -4.7074
O 2.1909 -1.5243 -5.1046
C 2.4823 -0.5896 -4.2081
O 2.7715 -0.8106 -3.0176
C 2.3170 0.8655 -4.8480
F 1.0817 1.2696 -4.7779
F 3.0589 1.7197 -4.1089
F 2.8409 0.7961 -6.1188
H 0.8537 -2.9982 -3.0238
H 0.9123 -4.4102 -3.8467
H 0.0431 -3.0749 -4.6253
H 2.3280 -3.5383 -5.5559
H 3.1091 -2.9511 -4.1220
C -5.3770 -0.8959 3.1422
C -4.2366 -1.7105 2.4099
O -4.2835 -3.0156 3.0233
C -3.4390 -4.1016 2.6678
O -2.7195 -4.0804 1.6581
C -3.8116 -5.3745 3.4279
F -4.6394 -6.1282 2.6884
F -2.7900 -6.1551 3.5714
F -4.4188 -5.1219 4.6041
H -5.1918 -0.8776 4.2162
H -6.3391 -1.3695 2.9470
H -5.3294 0.0830 2.6652
H -3.2857 -1.2126 2.5995
H -4.3749 -1.7005 1.3288
C 3.3750 1.2029 4.3365
C 3.5080 -0.0905 3.4992
O 4.8493 -0.5479 3.6051
C 5.4056 -1.3291 2.6715
O 4.8454 -1.5951 1.5805
C 6.7624 -2.0509 3.1472
F 7.6056 -2.2746 2.0909
F 7.3146 -1.2626 4.0536
F 6.3842 -3.2589 3.6375
H 2.3037 1.3942 4.3986
H 3.8932 2.0902 3.9727
H 3.8346 0.9825 5.2999
H 3.2455 0.1150 2.4614
H 2.9107 -0.8724 3.9680
C 0.1481 2.7001 3.2711
C -1.0282 2.2937 4.2329
O -0.5330 1.5345 5.3566
C -0.2003 0.2602 5.2958
O -0.3137 -0.4089 4.2431
C 0.4047 -0.3055 6.6301
F 1.3516 -1.2182 6.3736
F 0.9639 0.6904 7.3230
F -0.5148 -0.9018 7.3678
H -0.0435 3.5450 2.6097
H 0.4989 1.8252 2.7238
H 1.0535 3.0968 3.7304
H -1.8277 1.7262 3.7566
H -1.4665 3.2046 4.6407
C -3.2295 0.8422 -3.7339
C -3.7077 1.0403 -5.1243
O -4.4148 2.2480 -5.3283
C -3.8876 3.4641 -5.4494
O -2.7065 3.6224 -5.6235
C -4.8925 4.5831 -5.3044
F -5.7481 4.5428 -6.3546
F -5.5627 4.4589 -4.1674
F -4.3037 5.8131 -5.2996
H -2.4945 1.5607 -3.3709
H -2.7308 -0.1149 -3.5810
H -4.1187 0.8501 -3.1035
H -4.4402 0.2820 -5.4007
H -2.8780 0.8547 -5.8065
Cl 0.1918 4.5536 -5.1708
C -0.3939 5.0356 -3.6340
C -0.0096 3.9255 -2.6061
Cl -0.8122 4.3761 -1.0757
H -1.4618 5.2314 -3.7313
H 0.0392 6.0023 -3.3769
H 1.0659 3.7828 -2.5012
H -0.4488 2.9636 -2.8707
Cl 3.2400 4.1600 -0.8178
C 3.6396 2.4045 -0.7585
C 3.7245 1.8818 0.6920
Cl 5.1354 2.4961 1.5366
H 4.5741 2.3876 -1.3194
H 2.7766 1.8736 -1.1603
H 3.8817 0.8033 0.6734
H 2.7797 2.0034 1.2217
*
```

Summary:
HOMO-LUMO gap (spin up / spin down), Ha: 0.288 / 0.181
Expectation value of S²: 0.76
Largest force on an atom, Eh/bohr: 0.099


The lowest largest force on an atom belongs to which entry? C26H49Cl4F15N3O12